Below is 6 unconnected molecules or ions with the total composition C27H50BN5O8, with properties calculated with ωB97M-V with the def2-TZVPD basis set.

Results
HOMO energy   -0.3120 Eh
Kohn-Sham gap   0.325 Ha

Last column: Löwdin charge in e.
Cartesian coordinates (Å):
C 0.590 -0.004 1.389  0.00
C 0.161 -0.878 0.430  -0.08
B 1.273 -1.486 -0.577  -0.19
C 2.295 -2.572 0.024  -0.08
O 2.524 -3.716 -0.870  -0.06
C 3.877 -4.068 -0.688  -0.47
C 4.794 -3.918 -1.953  0.02
O 4.314 -4.424 0.374  0.09
C 1.271 -0.926 -2.089  -0.11
O 2.565 -0.505 -2.588  -0.11
C 3.245 0.297 -1.678  -0.26
C 4.603 -0.154 -1.300  -0.01
C 5.471 0.579 -0.389  -0.07
C 4.945 1.812 0.210  -0.08
C 3.600 2.291 -0.145  -0.06
C 2.755 1.545 -1.106  0.00
H 1.624 0.431 1.409  0.08
H -0.139 0.303 2.174  0.05
H -0.912 -1.159 0.289  0.09
H 3.274 -2.082 0.280  0.13
H 1.852 -2.949 0.993  0.13
H 5.013 -4.908 -2.423  0.09
H 5.717 -3.365 -1.632  0.09
H 4.256 -3.222 -2.659  0.08
H 0.949 -1.795 -2.749  0.13
H 0.492 -0.126 -2.280  0.12
H 5.003 -1.094 -1.759  0.09
H 6.494 0.169 -0.192  0.10
H 5.619 2.364 0.906  0.10
H 3.213 3.233 0.321  0.10
H 1.741 1.931 -1.362  0.12
C -0.276 1.536 -5.050  -0.36
O 0.196 2.450 -4.403  0.01
N 0.401 0.775 -5.947  -0.20
C -0.235 -0.299 -6.681  -0.06
C 1.808 1.049 -6.176  -0.04
H -1.336 1.246 -4.951  0.13
H 0.274 -1.240 -6.454  0.09
H -0.160 -0.096 -7.752  0.09
H -1.286 -0.388 -6.408  0.08
H 2.351 0.938 -5.234  0.09
H 1.920 2.077 -6.525  0.09
H 2.216 0.363 -6.917  0.09
C -1.368 2.738 2.088  -0.35
O -0.659 2.256 2.955  -0.01
N -2.304 3.693 2.285  -0.19
C -3.109 4.214 1.199  -0.08
C -2.507 4.210 3.625  -0.05
H -1.296 2.416 1.037  0.13
H -2.940 5.292 1.113  0.09
H -4.163 4.026 1.414  0.08
H -2.848 3.736 0.260  0.07
H -1.574 4.644 3.989  0.09
H -2.791 3.389 4.288  0.09
H -3.289 4.968 3.625  0.08
C 6.703 -1.930 3.205  -0.35
O 7.528 -1.121 3.587  0.00
N 6.654 -3.231 3.576  -0.20
C 5.637 -4.138 3.077  -0.06
C 7.651 -3.732 4.502  -0.05
H 5.901 -1.652 2.500  0.13
H 5.064 -4.533 3.920  0.09
H 6.121 -4.962 2.549  0.09
H 4.962 -3.627 2.395  0.06
H 7.595 -3.166 5.434  0.09
H 8.645 -3.594 4.072  0.09
H 7.484 -4.789 4.705  0.08
C -4.129 0.578 0.368  -0.33
O -3.676 1.697 0.186  -0.01
N -4.455 -0.300 -0.608  -0.19
C -4.991 -1.614 -0.312  -0.05
C -4.263 0.088 -1.993  -0.04
H -4.313 0.187 1.379  0.12
H -4.324 -2.375 -0.725  0.09
H -5.979 -1.711 -0.769  0.09
H -5.080 -1.763 0.764  0.08
H -3.208 0.321 -2.159  0.09
H -4.854 0.981 -2.203  0.09
H -4.568 -0.718 -2.659  0.09
C -7.221 0.534 3.170  -0.33
O -6.315 -0.115 2.680  0.00
N -7.902 1.519 2.541  -0.20
C -8.973 2.251 3.186  -0.06
C -7.547 1.851 1.172  -0.03
H -7.566 0.360 4.203  0.13
H -9.895 2.116 2.617  0.09
H -8.716 3.313 3.214  0.09
H -9.128 1.896 4.205  0.08
H -7.672 0.967 0.543  0.09
H -6.499 2.158 1.136  0.08
H -8.177 2.657 0.801  0.09